Entry 1:
{"formula": "C46H33Cl2IN7O4Ta", "method": "ωB97M-V/def2-TZVPD", "elements": ["Ta", "C", "C", "C", "C", "C", "C", "N", "C", "C", "C", "C", "C", "C", "N", "N", "C", "C", "C", "C", "C", "N", "H", "H", "H", "H", "H", "H", "H", "H", "H", "H", "H", "H", "H", "O", "C", "O", "C", "C", "C", "C", "C", "C", "C", "C", "C", "N", "H", "H", "H", "H", "H", "H", "I", "C", "C", "C", "C", "C", "N", "H", "H", "H", "H", "Cl", "C", "C", "C", "C", "C", "Cl", "C", "N", "C", "C", "C", "C", "C", "C", "C", "C", "O", "O", "H", "H", "H", "H", "H", "H", "H", "H", "H", "H"], "xyz": [[-0.08774, -0.34477, -0.91965], [5.12666, 1.87606, -3.19438], [4.50176, 0.70276, -3.18529], [3.14488, 0.51852, -2.57319], [2.44693, 1.76999, -2.12675], [3.22133, 2.99427, -2.11895], [4.47548, 3.02914, -2.60356], [1.22364, 1.66687, -1.69749], [0.47879, 2.86615, -1.50064], [0.48105, 3.96604, -2.34888], [-0.34976, 5.04039, -2.07546], [-1.19688, 5.03677, -0.96955], [-1.23937, 3.93235, -0.14117], [-0.41080, 2.86096, -0.44028], [-0.44896, 1.63354, 0.25903], [-0.71786, 1.71126, 1.46691], [-0.69371, 0.48383, 2.13470], [-0.94352, 0.48253, 3.48773], [-0.90972, -0.73806, 4.15338], [-0.67237, -1.87517, 3.41123], [-0.44988, -1.77557, 2.03923], [-0.41033, -0.60500, 1.40549], [6.12294, 1.97984, -3.60030], [4.97735, -0.19160, -3.56797], [3.34375, -0.05680, -1.65960], [2.79975, 3.87759, -1.66702], [5.03370, 3.95468, -2.53414], [1.09025, 3.96877, -3.24165], [-0.35513, 5.88641, -2.74930], [-1.84583, 5.88008, -0.78050], [-1.92514, 3.87156, 0.69208], [-1.15763, 1.41843, 3.98336], [-1.08560, -0.79217, 5.21873], [-0.67235, -2.85666, 3.86193], [-0.31896, -2.66942, 1.44884], [1.78344, -3.74232, 0.37458], [1.60803, -2.61353, 0.02264], [0.47476, -2.16484, -0.49652], [2.62747, -1.53296, 0.22259], [3.95893, -1.91351, 0.42098], [4.87518, -0.93292, 0.65813], [4.43249, 0.39724, 0.81197], [5.34187, 1.42141, 1.17430], [4.90179, 2.68636, 1.42313], [3.52510, 2.96888, 1.32074], [2.63003, 2.00904, 0.93829], [3.05286, 0.69303, 0.65391], [2.16436, -0.29238, 0.25042], [4.20760, -2.96363, 0.37014], [5.92781, -1.16119, 0.77092], [6.38872, 1.16540, 1.27691], [5.59411, 3.46267, 1.71788], [3.16519, 3.96258, 1.55421], [1.59232, 2.27052, 0.87956], [-1.43117, 0.96125, -3.04324], [2.26455, -0.38922, -3.40833], [2.51090, -0.56715, -4.75192], [1.90304, -1.61950, -5.42625], [1.14839, -2.51259, -4.69379], [0.89209, -2.23048, -3.36480], [1.35942, -1.13605, -2.73998], [3.20754, 0.08722, -5.25742], [2.07047, -1.76408, -6.48506], [0.73417, -3.40834, -5.13301], [0.28254, -2.89836, -2.78195], [-2.50246, -4.54585, 2.09329], [-1.46051, -5.40900, 1.00163], [-0.60867, -6.36528, 1.52796], [0.27472, -7.03577, 0.70056], [0.30093, -6.74560, -0.65354], [-0.57871, -5.81089, -1.16463], [-0.52789, -5.46335, -2.87268], [-1.49616, -5.12091, -0.36390], [-2.33571, -4.14492, -0.91397], [-3.74744, -4.13734, -0.68703], [-4.44676, -5.20892, -0.14958], [-5.81182, -5.10933, 0.06437], [-6.48934, -3.94380, -0.27317], [-5.79197, -2.88861, -0.83839], [-4.42099, -2.97804, -1.04756], [-3.70679, -1.89707, -1.82150], [-2.32741, -1.53425, -1.40524], [-1.30887, -1.79016, -2.09272], [-2.07265, -0.74401, -0.41529], [-0.64267, -6.57113, 2.58865], [0.94246, -7.78033, 1.10952], [0.98721, -7.24828, -1.32018], [-2.12125, -4.02366, -1.89641], [-3.91928, -6.11838, 0.11017], [-6.34726, -5.94645, 0.49102], [-7.55488, -3.86238, -0.11019], [-6.31786, -1.98806, -1.13177], [-4.27542, -0.96441, -1.77368], [-3.62774, -2.17172, -2.87727]], "mulliken_charge": [1.890, -1.161, -0.979, 2.291, 0.643, -1.558, -0.804, 0.755, 0.102, -0.080, -0.856, -0.859, -0.579, -0.141, 1.310, -1.197, 0.063, -0.450, -0.591, -1.303, -0.265, 0.399, 0.485, 0.712, -0.917, 0.632, 0.477, 0.618, 0.488, 0.467, 0.557, 0.606, 0.484, 0.616, 0.581, -0.505, -0.296, 0.726, 0.759, -1.050, -1.342, 1.080, -0.802, -0.900, -0.709, -0.340, -0.095, 1.148, 0.659, 0.535, 0.475, 0.457, 0.528, 0.314, 0.004, -0.249, -0.765, -1.026, -0.841, 0.772, 0.769, 0.617, 0.488, 0.486, -0.738, -0.091, 1.271, -0.780, -0.755, -0.625, 0.781, -0.210, -1.367, 0.197, 0.280, -0.507, -0.788, -0.844, -0.948, 0.720, -1.610, 1.190, -0.346, -0.860, 0.505, 0.446, 0.485, 0.548, 0.492, 0.428, 0.420, 0.420, 0.587, 0.366], "orbital_gap_ev": 5.0, "total_energy_ha": -3731.78433, "charge": 2, "e_lumo_ev": -7.086, "de_lowest_kj_mol": 134.4}

---

Entry 2:
{"formula": "C46H34F6GaN2O5P2S3", "method": "ωB97M-V/def2-TZVPD", "elements": ["Ga", "O", "S", "C", "C", "C", "C", "C", "C", "P", "C", "C", "C", "C", "C", "C", "C", "C", "C", "C", "C", "C", "C", "C", "C", "C", "C", "C", "P", "C", "C", "C", "C", "C", "C", "C", "C", "C", "C", "C", "C", "H", "H", "H", "H", "H", "H", "H", "H", "H", "H", "H", "H", "H", "H", "H", "H", "H", "H", "H", "H", "H", "H", "H", "H", "H", "H", "H", "H", "F", "C", "F", "F", "S", "O", "O", "N", "S", "O", "O", "C", "F", "F", "F", "C", "C", "C", "C", "C", "C", "C", "C", "N", "H", "H", "H", "H", "H", "H"], "xyz": [[-4.37561, -9.65655, 17.43301], [-6.13707, -11.97083, 19.17713], [-5.05881, -11.17151, 19.69442], [-3.72478, -12.35953, 19.98714], [-3.93425, -13.37910, 20.88231], [-3.08334, -14.53484, 20.75110], [-2.21211, -14.67017, 19.69496], [-2.03897, -13.62003, 18.79988], [-2.75769, -12.44356, 18.98448], [-2.39970, -10.97406, 17.81810], [-1.00778, -10.16430, 18.59057], [-0.37854, -10.72396, 19.66899], [0.70647, -10.09634, 20.20263], [1.19470, -8.92083, 19.63136], [0.50114, -8.33011, 18.60252], [-0.58859, -8.98074, 18.03668], [-1.92429, -11.73634, 16.25093], [-2.83792, -12.36483, 15.38452], [-2.47433, -12.88476, 14.16918], [-1.12863, -12.83686, 13.81310], [-0.18486, -12.20888, 14.63048], [-0.56319, -11.64810, 15.86670], [-5.36957, -10.61671, 21.35398], [-6.52094, -11.13944, 21.90204], [-7.10467, -10.57113, 22.99115], [-6.48009, -9.43710, 23.60789], [-5.27690, -9.01861, 23.12058], [-4.71245, -9.50231, 21.91583], [-3.13670, -8.89411, 21.10793], [-3.48113, -7.19136, 20.54035], [-4.91287, -6.63802, 20.46039], [-4.76575, -3.99486, 20.11516], [-3.28337, -4.02346, 19.68374], [-2.36638, -5.00394, 19.69373], [-2.46010, -6.37608, 20.23593], [-2.10815, -8.48679, 22.64959], [-2.09834, -7.29558, 23.34132], [-1.30203, -7.21899, 24.47169], [-0.66044, -8.33958, 24.99456], [-0.70882, -9.54090, 24.34430], [-1.39370, -9.59645, 23.15852], [-4.66828, -13.33322, 21.67450], [-3.26642, -15.34638, 21.47089], [-1.61563, -15.55589, 19.59702], [-1.28740, -13.64884, 18.01308], [-0.75905, -11.65037, 20.05662], [1.17190, -10.54698, 21.06088], [2.18422, -8.51107, 19.96680], [0.84646, -7.41099, 18.15667], [-1.10998, -8.59138, 17.17688], [-3.86093, -12.34315, 15.69535], [-3.26679, -13.34199, 13.57527], [-0.96638, -13.36714, 12.86509], [0.85611, -12.26865, 14.34123], [0.13317, -11.05327, 16.50977], [-7.01549, -11.95505, 21.45921], [-7.99676, -11.05862, 23.34333], [-6.84509, -9.02783, 24.55829], [-4.80565, -8.12120, 23.53613], [-5.76887, -7.22346, 21.00334], [-5.39828, -3.94890, 19.19001], [-2.83652, -3.09507, 19.33770], [-1.35884, -4.82656, 19.30596], [-1.46540, -6.81820, 20.40632], [-2.62823, -6.40953, 22.91333], [-1.19956, -6.27325, 24.98603], [-0.15206, -8.28528, 25.96485], [-0.15165, -10.45491, 24.71024], [-1.47636, -10.53351, 22.60995], [-5.67777, -5.94632, 15.23203], [-4.37889, -6.13247, 14.97255], [-4.16694, -7.08766, 14.01068], [-3.83379, -5.00930, 14.53247], [-3.52936, -6.73865, 16.50989], [-2.24667, -6.11047, 16.54824], [-3.53732, -8.23200, 16.30369], [-4.49555, -6.22884, 17.63303], [-5.39738, -6.93587, 18.68260], [-5.08008, -8.38437, 18.62461], [-6.74282, -6.61198, 18.57607], [-5.15132, -5.17913, 21.02285], [-4.93450, -2.86747, 20.80607], [-4.45203, -5.02270, 22.20062], [-6.46893, -5.07868, 21.33992], [-5.82713, -10.38681, 16.24019], [-7.07480, -9.67240, 16.28037], [-8.18953, -10.13884, 17.03247], [-9.36913, -9.41020, 17.01384], [-9.46483, -8.24747, 16.21976], [-8.39357, -7.82187, 15.47640], [-7.24936, -8.53951, 15.48457], [-10.69094, -7.48563, 16.21215], [-11.69899, -6.95312, 16.20174], [-5.28639, -10.13658, 15.33487], [-5.93178, -11.47790, 16.37876], [-8.09282, -10.95811, 17.72708], [-10.15091, -9.83568, 17.55043], [-8.58841, -7.01511, 14.76270], [-6.42737, -8.20267, 14.81779]], "mulliken_charge": [2.413, -0.855, 1.188, 0.997, -0.819, -0.886, -0.814, -0.227, -1.118, 1.000, 0.482, -0.540, -0.342, -0.842, -0.987, -0.402, 0.359, -0.586, -0.824, -0.500, -0.763, -0.299, -0.238, -0.538, -0.878, -0.798, -0.501, -0.347, 1.594, -0.964, -0.084, 0.439, -1.208, -0.664, -0.046, 0.907, -0.219, -0.675, -0.611, -0.631, -0.595, 0.565, 0.400, 0.470, 0.605, 0.347, 0.467, 0.336, 0.562, 0.632, 0.493, 0.453, 0.372, 0.432, 0.295, 0.699, 0.456, 0.451, 0.475, 0.322, 0.185, 0.469, 0.494, 0.449, 0.221, 0.462, 0.353, 0.357, 0.315, -0.165, 0.512, -0.221, -0.195, 1.473, -0.647, -0.778, -0.437, 0.995, -0.158, -0.685, 0.617, -0.368, -0.309, -0.344, -0.610, -0.525, -0.376, -1.025, 0.445, -0.924, 0.233, -0.111, -0.493, 0.712, 0.630, 0.542, 0.593, 0.495, 0.409], "orbital_gap_ev": 8.0, "total_energy_ha": -6659.96686, "charge": 1, "e_lumo_ev": -2.761, "de_lowest_kj_mol": 92.9}

---

Entry 3:
{"formula": "C46H34LuN4OPSb", "method": "ωB97M-V/def2-TZVPD", "elements": ["Lu", "O", "C", "C", "C", "C", "C", "C", "C", "P", "C", "C", "C", "C", "C", "C", "C", "C", "C", "C", "C", "C", "H", "H", "H", "H", "H", "H", "H", "H", "H", "H", "H", "H", "H", "H", "N", "C", "C", "C", "C", "C", "C", "C", "H", "H", "H", "H", "H", "N", "C", "N", "C", "N", "C", "C", "C", "C", "C", "C", "Sb", "C", "C", "C", "C", "C", "C", "C", "C", "C", "C", "C", "C", "H", "H", "H", "H", "H", "H", "H", "H", "H", "H", "H", "H", "H", "H", "H"], "xyz": [[3.96110, -12.93977, 17.29503], [2.91741, -13.43524, 19.21161], [3.28460, -14.66192, 18.93365], [3.95251, -15.76326, 19.59972], [4.42955, -16.08194, 20.78721], [5.57459, -16.96731, 21.06181], [6.54185, -17.20414, 20.13088], [6.76668, -16.54761, 18.90146], [5.96103, -15.78180, 18.12550], [6.41318, -14.45934, 17.05299], [6.67962, -15.16154, 15.37593], [5.72149, -15.33470, 14.41343], [5.97730, -16.12914, 13.28777], [7.22947, -16.65533, 13.01634], [8.14478, -16.52438, 14.02455], [7.89651, -15.79591, 15.13190], [8.02574, -13.73500, 17.51411], [9.02507, -13.25708, 16.61316], [10.36670, -13.04723, 16.94676], [10.74686, -13.24687, 18.24250], [9.80147, -13.62489, 19.16592], [8.47390, -13.81684, 18.80905], [4.04244, -15.58103, 21.68815], [5.69632, -17.33204, 22.05629], [7.37484, -17.81670, 20.46914], [7.88887, -16.46302, 18.75056], [4.72322, -15.00385, 14.50727], [5.19550, -16.18067, 12.52440], [7.34220, -17.05358, 12.05245], [9.13945, -16.97639, 13.84719], [8.70500, -15.64252, 15.85974], [8.71529, -13.17035, 15.56374], [11.10031, -12.70561, 16.23365], [11.78282, -13.18216, 18.51365], [10.03756, -13.69876, 20.28152], [7.82590, -14.18317, 19.59778], [3.59631, -15.00775, 17.69781], [4.45402, -16.16382, 18.19111], [4.19279, -17.46965, 17.64510], [4.93256, -17.99352, 16.56446], [4.59637, -19.17329, 16.04802], [3.53494, -19.91116, 16.55374], [2.88471, -19.46650, 17.67439], [3.20185, -18.23348, 18.18267], [5.77928, -17.44990, 16.09546], [5.28694, -19.43691, 15.22862], [3.41370, -20.93284, 16.13136], [2.06111, -19.94974, 18.19518], [2.62007, -17.82167, 18.96972], [5.91930, -13.78328, 22.40273], [5.68398, -12.84568, 21.79178], [5.25555, -11.81271, 21.07898], [5.24997, -11.75917, 19.83840], [5.16483, -11.61243, 18.65845], [3.58839, -7.77200, 19.87126], [3.56954, -9.09213, 20.30998], [2.58227, -9.95874, 19.84870], [1.63536, -9.54673, 18.96670], [1.57037, -8.17063, 18.69813], [2.48887, -7.27373, 19.20235], [0.41851, -10.99173, 17.84294], [-0.39507, -9.42790, 16.57288], [-1.63639, -8.99459, 17.06030], [-2.19463, -7.88803, 16.44769], [-1.63136, -7.24266, 15.33138], [-0.46648, -7.75540, 14.77458], [0.14603, -8.87272, 15.43106], [1.96510, -11.48301, 16.41252], [3.06841, -10.69088, 16.07793], [3.91637, -11.07377, 15.05581], [3.78035, -12.30449, 14.35555], [2.70473, -13.11403, 14.73951], [1.86522, -12.68894, 15.76605], [4.44516, -7.12369, 20.05009], [4.33018, -9.49445, 20.98677], [2.62927, -10.97417, 20.13113], [0.78814, -7.75178, 18.07415], [2.34907, -6.20125, 19.12941], [-2.10542, -9.42681, 17.92106], [-3.22265, -7.60876, 16.83485], [-2.15951, -6.45319, 14.86946], [0.05296, -7.27196, 13.92404], [1.07426, -9.22916, 15.01233], [3.35761, -9.81730, 16.71618], [4.66755, -10.32738, 14.78802], [4.55091, -12.63916, 13.61427], [2.49366, -14.09241, 14.32011], [1.13466, -13.44278, 16.07558]], "mulliken_charge": [1.384, -0.673, 0.115, -0.679, -0.131, -0.884, -1.112, -0.219, -0.091, 0.866, 0.063, -0.126, -0.782, -0.811, -0.739, -0.389, 0.479, -0.381, -0.834, -0.378, -0.780, -0.677, 0.590, 0.476, 0.456, 0.503, 0.625, 0.421, 0.542, 0.385, 0.415, 0.460, 0.435, 0.424, 0.331, 0.615, -0.610, 2.567, 0.049, 0.508, -0.669, -0.771, -0.813, -0.604, 0.202, 0.406, 0.332, 0.413, 0.509, -0.597, 0.499, -0.599, 0.748, -0.800, -0.550, -0.610, -0.512, -0.351, 0.181, -0.753, 0.990, -0.126, -0.768, -0.342, -0.586, -0.653, 0.322, 0.263, -0.201, -0.213, -0.842, -0.239, -1.108, 0.419, 0.534, 0.808, 0.273, 0.419, 0.402, 0.290, 0.455, 0.356, 0.395, 0.300, 0.489, 0.368, 0.536, 0.386], "orbital_gap_ev": 7.8, "total_energy_ha": -3884.42089, "charge": 1, "e_lumo_ev": -3.394}